1.
Here is a molecular structure, C29H25N4O5SScSe4 from OMol25. Energies are from ωB97M-V/def2-TZVPD.

Cartesian coordinates (Å):
Sc  1.094  0.739  0.788
O  -0.036  0.496  -0.968
C  -1.073  1.144  -1.377
C  -2.146  0.493  -2.039
C  -3.272  1.180  -2.426
C  -3.397  2.558  -2.214
C  -2.341  3.224  -1.626
C  -1.189  2.550  -1.211
C  -0.042  3.327  -0.790
N  1.074  2.872  -0.369
C  2.150  3.874  -0.305
C  3.301  3.362  0.526
N  2.768  2.688  1.686
C  3.512  2.547  2.702
C  3.154  1.749  3.868
C  3.951  1.803  5.011
C  3.669  1.038  6.128
C  2.565  0.182  6.090
C  1.765  0.098  4.970
C  2.034  0.882  3.827
O  1.270  0.817  2.786
H  -2.075  -0.578  -2.182
H  -4.085  0.636  -2.898
H  -4.288  3.090  -2.522
H  -2.385  4.300  -1.490
H  -0.140  4.409  -0.955
H  1.745  4.805  0.112
H  2.515  4.069  -1.316
H  3.992  4.177  0.770
H  3.866  2.631  -0.054
H  4.506  3.016  2.730
H  4.814  2.463  5.007
H  4.298  1.092  7.008
H  2.334  -0.433  6.953
H  0.909  -0.565  4.926
Se  3.485  -0.386  0.373
Se  5.741  1.709  -1.667
Se  5.185  3.681  -2.777
Se  3.761  0.398  -1.831
C  -5.305  -3.058  -2.036
C  -4.269  -2.515  -1.087
C  -2.991  -3.059  -1.039
C  -2.021  -2.534  -0.195
C  -2.336  -1.461  0.620
C  -3.608  -0.908  0.591
C  -4.564  -1.434  -0.259
S  -1.131  -0.808  1.751
O  -1.163  0.656  1.592
O  -1.521  -1.298  3.047
O  0.172  -1.297  1.252
H  -5.001  -4.024  -2.440
H  -5.457  -2.378  -2.878
H  -6.269  -3.183  -1.540
H  -2.750  -3.904  -1.675
H  -1.015  -2.934  -0.175
H  -3.830  -0.051  1.215
H  -5.552  -0.988  -0.296
N  -1.192  -6.323  -3.366
C  -0.627  -5.352  -3.121
C  0.075  -4.131  -2.824
C  -0.312  -2.940  -3.430
C  0.385  -1.789  -3.096
N  1.402  -1.776  -2.246
C  1.765  -2.914  -1.668
C  1.129  -4.124  -1.918
H  -1.139  -2.912  -4.127
H  0.105  -0.830  -3.517
H  2.584  -2.836  -0.960
H  1.441  -5.032  -1.419

Summary:
HOMO-LUMO gap	0.17785	Ha
net charge	-2
HOMO level	-0.9163	eV
molecular weight	902.4	g mol⁻¹

2.
Here is a molecular structure, C29H25N5O15S5V at a distorted geometry from OMol25. Energies are from ωB97M-V/def2-TZVPD.

Cartesian coordinates (Å):
V  -0.138  -0.914  0.754
O  -2.653  2.097  -0.687
S  -2.338  1.413  0.523
O  -2.073  2.173  1.696
O  -1.130  0.449  0.219
C  -3.616  0.236  0.898
C  -4.785  0.418  0.182
C  -5.889  -0.383  0.439
C  -5.816  -1.366  1.404
C  -4.635  -1.573  2.104
C  -3.520  -0.787  1.862
S  -2.023  -1.346  2.689
O  -1.078  -0.229  2.782
O  -2.440  -1.974  3.900
O  -1.397  -2.277  1.684
H  -4.803  1.170  -0.594
H  -6.797  -0.240  -0.132
H  -6.674  -1.997  1.605
H  -4.559  -2.357  2.845
N  1.521  0.159  0.049
C  2.794  -0.456  0.418
C  2.538  -1.748  1.158
O  3.358  -2.520  1.550
O  1.196  -1.929  1.338
H  1.389  0.257  -0.962
H  1.448  1.091  0.489
H  3.340  0.206  1.089
H  3.384  -0.697  -0.462
O  0.308  4.643  4.428
C  0.309  3.474  5.096
C  -0.086  3.492  6.438
C  -0.113  2.328  7.184
C  0.256  1.115  6.610
C  0.655  1.098  5.284
C  0.698  2.252  4.509
C  1.103  2.098  3.063
O  1.463  0.981  2.656
N  1.010  3.224  2.344
N  1.295  2.993  1.006
C  0.814  3.848  0.207
S  -0.286  5.157  0.695
C  -0.704  5.645  -1.008
C  -0.480  4.448  -1.921
S  1.162  3.805  -1.526
H  0.533  4.416  3.469
H  -0.382  4.443  6.864
H  -0.433  2.365  8.220
H  0.217  0.196  7.181
H  0.928  0.172  4.793
H  -0.073  6.482  -1.311
H  -1.750  5.955  -1.015
H  -0.509  4.716  -2.978
H  -1.211  3.664  -1.721
O  -2.642  -1.928  -0.840
C  -1.611  -2.229  -1.388
C  -1.491  -3.138  -2.592
C  -0.041  -2.967  -3.024
C  0.633  -2.324  -1.829
O  1.831  -2.234  -1.663
N  -0.330  -1.869  -0.945
H  -2.223  -2.850  -3.342
H  -1.701  -4.154  -2.249
H  0.041  -2.266  -3.856
H  0.480  -3.887  -3.285
O  -3.789  0.673  -4.117
S  -2.517  0.184  -4.592
O  -2.570  -0.901  -5.549
N  -1.495  -0.134  -3.407
C  -0.399  0.652  -3.443
O  0.570  0.599  -2.693
C  -0.443  1.657  -4.577
C  0.507  2.603  -4.909
C  0.255  3.423  -6.004
C  -0.921  3.284  -6.744
C  -1.869  2.325  -6.404
C  -1.601  1.527  -5.308
H  1.409  2.687  -4.316
H  0.975  4.182  -6.286
H  -1.093  3.928  -7.598
H  -2.783  2.208  -6.974

Summary:
multiplicity	2
HOMO-LUMO gap (spin up / spin down)	0.22589 / 0.24799	Ha
net charge	-2
HOMO level (spin up / spin down)	-2.7405 / -2.7400	eV
molecular weight	894.8	g mol⁻¹

3.
Here is a molecular structure, C29H26As2CaIN3O11 at a distorted geometry from OMol25. Energies are from ωB97M-V/def2-TZVPD.

Cartesian coordinates (Å):
Ca  0.232  -0.072  0.056
O  -5.235  -2.013  -2.118
C  -4.070  -1.494  -1.623
C  -3.704  -1.692  -0.295
C  -2.539  -1.092  0.155
N  -1.790  -0.352  -0.637
C  -2.079  -0.224  -1.919
C  -3.232  -0.768  -2.467
C  -0.972  0.491  -2.699
O  -1.125  0.671  -3.908
O  0.018  0.832  -2.003
C  -1.908  -1.296  1.532
O  -2.276  -2.276  2.191
O  -1.031  -0.459  1.839
H  -5.645  -2.538  -1.419
H  -4.292  -2.291  0.390
H  -3.460  -0.657  -3.517
O  2.941  5.691  3.574
C  3.573  4.688  3.217
O  4.747  4.374  3.438
C  2.742  3.643  2.381
C  1.405  3.873  2.077
C  0.679  2.908  1.398
N  1.199  1.751  1.007
C  2.492  1.528  1.267
C  3.290  2.441  1.945
C  3.036  0.214  0.749
O  4.245  0.006  0.723
O  2.155  -0.613  0.328
H  0.946  4.802  2.388
H  -0.365  3.063  1.144
H  4.328  2.223  2.146
C  2.984  -0.298  -2.327
As  2.189  -1.999  -1.816
C  2.595  -2.974  -3.500
C  2.978  -3.178  -0.506
C  4.276  -3.567  -0.804
C  4.927  -4.500  -0.017
C  4.255  -5.060  1.056
C  2.963  -4.658  1.345
C  2.300  -3.695  0.590
As  0.509  -3.009  1.076
C  0.922  -2.883  3.006
C  -0.407  -4.778  1.135
H  3.224  -0.322  -3.392
H  3.864  -0.069  -1.729
H  2.214  0.446  -2.133
H  2.423  -4.046  -3.382
H  3.625  -2.792  -3.829
H  1.901  -2.573  -4.246
H  4.776  -3.124  -1.661
H  5.947  -4.786  -0.239
H  4.743  -5.802  1.676
H  2.454  -5.106  2.192
H  1.136  -3.838  3.490
H  0.058  -2.435  3.490
H  1.774  -2.212  3.128
H  0.143  -5.554  1.669
H  -0.571  -5.085  0.102
H  -1.371  -4.619  1.619
O  0.518  -1.846  -1.827
O  0.428  -3.328  -1.732
I  2.310  3.706  -1.880
C  0.267  3.576  -2.376
C  -0.096  3.375  -3.697
C  -1.448  3.325  -3.974
C  -2.359  3.468  -2.936
C  -1.869  3.682  -1.658
N  -0.575  3.760  -1.392
H  0.642  3.212  -4.465
H  -1.782  3.162  -4.988
H  -3.419  3.386  -3.124
H  -2.532  3.805  -0.807

Summary:
HOMO-LUMO gap	0.26079	Ha
net charge	-2
HOMO level	-3.2268	eV
molecular weight	909.4	g mol⁻¹

4.
Here is a molecular structure, C29H26BN2O5PbS from OMol25. Energies are from ωB97M-V/def2-TZVPD.

Cartesian coordinates (Å):
Pb  -0.148  0.412  0.042
O  0.110  1.569  -1.768
C  0.858  1.329  -2.814
C  0.416  1.737  -4.088
C  1.212  1.554  -5.192
C  2.480  0.954  -5.094
C  2.923  0.547  -3.865
C  2.121  0.708  -2.710
C  2.649  0.196  -1.487
N  2.060  0.042  -0.346
C  2.804  -0.680  0.702
C  2.347  -0.194  2.071
N  0.907  -0.352  2.062
C  0.239  -0.818  3.040
C  -1.203  -1.024  2.972
C  -1.916  -1.046  4.173
C  -3.294  -1.152  4.180
C  -3.970  -1.256  2.968
C  -3.280  -1.265  1.766
C  -1.894  -1.160  1.751
O  -1.259  -1.269  0.553
H  -0.554  2.210  -4.159
H  0.856  1.885  -6.160
H  3.097  0.829  -5.972
H  3.900  0.087  -3.759
H  3.678  -0.165  -1.548
H  3.877  -0.539  0.564
H  2.581  -1.746  0.609
H  2.595  0.863  2.202
H  2.827  -0.764  2.870
H  0.748  -1.064  3.976
H  -1.370  -0.964  5.106
H  -3.837  -1.166  5.114
H  -5.049  -1.341  2.959
H  -3.794  -1.376  0.819
C  -0.137  -1.606  -4.013
S  -0.507  -1.663  -2.268
O  -1.859  -2.237  -2.125
C  0.687  -2.875  -1.708
C  0.222  -3.792  -0.778
C  1.112  -4.713  -0.237
C  2.444  -4.709  -0.621
C  2.899  -3.784  -1.555
C  2.022  -2.861  -2.103
H  -0.315  -2.610  -4.396
H  0.887  -1.276  -4.188
H  -0.835  -0.895  -4.449
H  -0.823  -3.777  -0.498
H  0.757  -5.442  0.480
H  3.130  -5.435  -0.205
H  3.935  -3.795  -1.869
H  2.382  -2.147  -2.834
O  -1.549  3.295  0.408
B  -1.057  2.212  1.072
O  -1.173  2.266  2.432
C  -1.807  3.493  2.650
C  -2.178  4.058  3.846
C  -2.802  5.300  3.762
C  -3.029  5.923  2.536
C  -2.645  5.334  1.334
C  -2.033  4.108  1.437
H  -1.998  3.563  4.790
H  -3.117  5.793  4.671
H  -3.516  6.888  2.517
H  -2.815  5.806  0.377

Summary:
HOMO-LUMO gap	0.27937	Ha
net charge	+1
HOMO level	-11.1572	eV
molecular weight	732.6	g mol⁻¹

5.
Here is a molecular structure, C29H26Br2N2O3RuS2 at a distorted geometry from OMol25. Energies are from ωB97M-V/def2-TZVPD.

Cartesian coordinates (Å):
Ru  9.785  5.133  12.459
C  10.392  1.613  13.753
C  11.141  2.692  14.529
C  11.892  2.391  15.676
C  12.706  3.314  16.259
C  12.792  4.614  15.739
C  13.590  5.692  16.260
Br  14.600  5.472  17.810
C  13.805  6.863  15.541
C  13.117  7.101  14.356
Br  13.278  8.705  13.412
C  12.168  6.135  13.878
O  11.481  6.276  12.854
C  12.038  4.858  14.593
N  11.184  3.966  14.056
H  11.169  0.971  13.326
H  9.774  1.992  12.899
H  9.748  1.022  14.392
H  11.897  1.410  16.129
H  13.310  3.064  17.137
H  14.523  7.579  15.863
O  8.211  3.887  14.222
C  7.092  3.267  13.624
C  6.830  4.009  12.330
C  5.563  3.909  11.812
C  5.281  4.394  10.545
C  6.290  5.007  9.850
C  7.517  5.123  10.473
N  7.813  4.656  11.700
H  8.402  3.516  15.079
H  6.177  3.349  14.219
H  7.310  2.215  13.456
H  4.793  3.472  12.419
H  4.259  4.457  10.206
H  6.199  5.415  8.856
H  8.299  5.734  10.033
S  10.684  4.212  10.656
C  12.410  4.545  10.418
C  12.866  5.386  9.423
C  14.225  5.611  9.227
C  15.143  4.967  10.008
C  14.750  4.012  10.925
C  13.388  3.828  11.137
H  12.153  5.870  8.764
H  14.535  6.313  8.468
H  16.198  5.158  9.886
H  15.540  3.468  11.412
H  13.084  3.125  11.888
C  7.278  8.624  14.318
S  7.838  6.968  14.592
O  9.031  6.844  13.611
C  8.557  7.004  16.186
C  9.724  7.630  16.443
C  10.234  7.654  17.754
C  9.529  6.991  18.786
C  8.322  6.378  18.482
C  7.824  6.409  17.190
H  8.125  9.295  14.318
H  6.505  8.857  15.051
H  6.785  8.594  13.328
H  10.318  8.080  15.652
H  11.132  8.259  17.964
H  9.899  6.993  19.779
H  7.710  5.978  19.249
H  6.893  5.968  16.946

Summary:
multiplicity	5
HOMO-LUMO gap (spin up / spin down)	0.27653 / 0.20907	Ha
net charge	+2
HOMO level (spin up / spin down)	-13.5363 / -13.6828	eV
molecular weight	775.5	g mol⁻¹

6.
Here is a molecular structure, C29H26BrIrN3O2S4 at a distorted geometry from OMol25. Energies are from ωB97M-V/def2-TZVPD.

Cartesian coordinates (Å):
Ir  0.231  -0.744  0.004
C  2.458  -0.659  2.428
N  2.144  0.317  1.364
C  1.637  1.561  1.917
C  0.249  1.336  2.495
N  -0.752  0.823  1.511
C  -1.248  1.945  0.686
C  -1.810  0.156  2.272
C  -2.706  0.890  3.042
C  -3.622  0.244  3.852
C  -3.634  -1.145  3.895
C  -2.752  -1.873  3.121
C  -1.825  -1.227  2.301
S  -0.711  -2.218  1.356
C  3.238  0.418  0.450
C  4.169  1.445  0.468
C  5.245  1.423  -0.413
C  5.385  0.368  -1.300
C  4.431  -0.641  -1.345
C  3.333  -0.622  -0.492
S  2.083  -1.880  -0.639
H  3.112  -0.196  3.181
H  2.959  -1.516  1.988
H  1.547  -1.028  2.898
H  1.588  2.304  1.118
H  2.288  1.959  2.709
H  -0.122  2.281  2.906
H  0.297  0.625  3.316
H  -1.562  2.789  1.310
H  -2.079  1.595  0.076
H  -0.448  2.282  0.024
H  -2.697  1.973  3.001
H  -4.339  0.817  4.424
H  -4.364  -1.660  4.506
H  -2.785  -2.956  3.119
H  4.074  2.257  1.178
H  5.969  2.228  -0.397
H  6.232  0.334  -1.975
H  4.515  -1.443  -2.068
Br  -2.194  -1.853  -6.081
C  -1.431  -1.589  -4.358
C  -1.041  -0.323  -3.977
C  -0.520  -0.132  -2.700
C  -0.370  -1.193  -1.811
C  -0.741  -2.471  -2.246
C  -1.280  -2.673  -3.504
H  -1.158  0.514  -4.652
H  -0.231  0.876  -2.412
H  -0.612  -3.321  -1.588
H  -1.594  -3.660  -3.816
O  -6.586  0.610  2.751
S  -6.638  -0.075  1.481
O  -7.620  -1.121  1.348
N  -5.166  -0.595  1.022
C  -4.748  -0.016  -0.085
S  -3.306  -0.320  -0.904
C  -5.716  1.028  -0.608
C  -5.580  1.865  -1.703
C  -6.593  2.780  -1.963
C  -7.723  2.853  -1.148
C  -7.861  2.008  -0.054
C  -6.840  1.108  0.184
H  -4.698  1.786  -2.326
H  -6.504  3.452  -2.809
H  -8.501  3.573  -1.373
H  -8.732  2.049  0.589

Summary:
HOMO-LUMO gap	0.24584	Ha
net charge	-1
HOMO level	-4.7112	eV
molecular weight	848.9	g mol⁻¹

7.
Here is a molecular structure, C29H26IrN6O14Se at a distorted geometry from OMol25. Energies are from ωB97M-V/def2-TZVPD.

Cartesian coordinates (Å):
Ir  -1.812  0.446  0.726
O  -5.610  1.145  -0.810
C  -4.520  1.460  -0.366
O  -3.439  0.823  -0.581
C  -4.432  2.738  0.468
C  -5.616  3.388  0.714
C  -5.655  4.576  1.446
C  -4.464  5.136  1.901
C  -3.272  4.509  1.633
C  -3.183  3.246  0.947
O  -2.062  2.674  0.824
N  -2.046  5.140  2.022
O  -2.005  5.676  3.113
O  -1.130  5.133  1.228
N  -6.897  5.214  1.717
O  -7.921  4.700  1.305
O  -6.875  6.254  2.355
H  -6.527  2.955  0.326
H  -4.480  6.071  2.442
O  -2.083  -2.159  4.146
C  -1.926  -1.826  2.983
O  -2.093  -0.637  2.567
C  -1.508  -2.917  1.997
C  -1.595  -4.202  2.466
C  -1.279  -5.296  1.652
C  -0.897  -5.085  0.339
C  -0.771  -3.796  -0.151
C  -1.048  -2.639  0.668
O  -0.825  -1.478  0.219
N  -0.323  -3.633  -1.492
O  -0.342  -2.530  -2.009
O  0.107  -4.625  -2.068
N  -1.351  -6.619  2.173
O  -1.622  -6.752  3.352
O  -1.120  -7.548  1.417
H  -1.923  -4.351  3.484
H  -0.689  -5.928  -0.304
C  3.633  2.296  -1.747
C  2.508  3.157  -2.322
C  1.170  2.994  -1.601
C  0.407  1.712  -1.940
N  1.125  0.504  -1.611
C  1.313  0.031  -0.365
Se  0.788  0.930  1.176
N  1.949  -1.159  -0.429
C  2.305  -1.983  0.697
C  3.822  -2.128  0.835
C  4.548  -0.800  1.041
C  4.265  -0.158  2.393
C  2.133  -1.487  -1.755
C  2.644  -2.620  -2.377
C  2.668  -2.632  -3.757
C  2.208  -1.548  -4.503
C  1.670  -0.429  -3.897
C  1.619  -0.415  -2.510
H  4.598  2.683  -2.070
H  3.568  1.262  -2.079
H  3.605  2.317  -0.658
H  2.386  2.941  -3.385
H  2.806  4.203  -2.230
H  0.521  3.831  -1.863
H  1.339  3.039  -0.525
H  0.181  1.674  -3.007
H  -0.548  1.708  -1.385
H  1.863  -2.977  0.571
H  1.877  -1.526  1.592
H  4.215  -2.610  -0.062
H  4.017  -2.791  1.680
H  4.273  -0.104  0.245
H  5.620  -0.988  0.961
H  3.232  0.177  2.467
H  4.910  0.706  2.530
H  4.466  -0.860  3.199
H  2.967  -3.485  -1.820
H  3.025  -3.512  -4.270
H  2.247  -1.603  -5.580
H  1.289  0.391  -4.486

Summary:
multiplicity	5
HOMO-LUMO gap (spin up / spin down)	0.27064 / 0.23498	Ha
net charge	-1
HOMO level (spin up / spin down)	-5.9736 / -6.4884	eV
molecular weight	953.7	g mol⁻¹